(1)
An isolated molecule of C2H4NP at a distorted geometry, computed with the ωB97M-V functional and the def2-TZVPD basis.

Geometry as XYZ:
```
8
C2H4NP | OMol25 | the ωB97M-V functional and the def2-TZVPD basis
N 1.1904 -1.2002 0.2511
P 1.7824 0.4366 -0.0037
C -0.0719 0.7323 0.0973
H -0.4331 0.6554 1.1536
H 0.0305 -0.7683 -1.7109
C 0.3906 -0.3937 -0.7561
H -0.3278 1.5607 -0.4682
H 0.8755 -1.3218 1.2074
```

Output
LUMO = 1.033 eV
energy above the lowest of the compared OMol25 structures with the same formula, charge and spin = 30.0 kcal per mole
HOMO level = -8.94 eV
frontier orbital gap = 9.976 eV
SMILES string = C1[C@@H]2NP12

(2)
A structure of composition C4H9BF8N2NiO5S2, computed with the ωB97M-V functional and the def2-TZVPD basis.

Geometry as XYZ:
```
32
C4H9BF8N2NiO5S2 | OMol25 | the ωB97M-V functional and the def2-TZVPD basis
C 4.0216 0.1341 0.3254
C 0.5558 1.5281 1.9263
N 2.8699 -2.1784 0.6869
H 1.5857 -0.1683 2.7767
F 1.2806 -4.0552 -1.0120
O 0.3701 -2.2918 1.1495
H -0.1509 0.4803 -1.9902
F 4.1133 1.1867 -0.4851
H 1.2663 1.6627 1.1126
H -1.0372 0.3888 2.0836
B -1.8979 -2.2209 -0.3851
F -2.1730 -3.2520 0.4040
H 2.0435 1.3922 3.4715
H 0.1956 2.5149 2.2316
F -2.8759 -1.9370 -1.2691
H -1.4937 0.7417 -1.0772
F 5.2190 -0.4073 0.4801
F 3.5640 0.5413 1.5079
O -0.5302 0.7792 1.3631
O 3.4330 -1.4826 -1.6592
C 1.2085 0.8068 3.0846
O 1.9557 -3.4055 2.6253
F 0.5375 -5.2070 0.6696
Ni -0.3075 -1.1866 -0.2576
N -0.9568 0.0285 -1.5652
H 0.5010 0.6570 3.9040
H -1.5425 -0.3628 -2.2942
F 2.6633 -5.1338 0.2634
C 1.5323 -4.4436 0.2408
S 2.8579 -1.0795 -0.4210
O 1.6047 -0.3260 -0.4752
S 1.6737 -2.9500 1.3115
```

Output
LUMO (spin up / spin down) = -0.060 / -0.063 eV
energy above the lowest of the compared OMol25 structures with the same formula, charge and spin = 8.1 kcal per mole
HOMO level (spin up / spin down) = -9.46 / -9.47 eV
frontier orbital gap (spin up / spin down) = 9.397 / 9.403 eV